a | # C5H13N2

A cluster of 2 separate species, C5H13N2 in total (ωB97M-V/def2-TZVPD, OMol25).

As for the total charge: +1.

CARTESIAN COORDINATES (ANGSTROEM)
C1 0.2401 -1.2839 -0.3975
C2 -0.2287 0.1194 -0.4490
C3 -0.2977 -1.9827 0.8636
C4 0.4745 2.7659 0.7188
C5 0.4769 1.3987 1.2638
N1 -0.8249 0.6121 -1.4530
N2 -0.0898 -1.9416 -1.6540
H1 1.3324 -1.2099 -0.2976
H2 0.0195 -1.4608 1.7608
H3 0.0821 -2.9997 0.9049
H4 -1.3849 -2.0179 0.8419
H5 0.7671 3.4411 1.5298
H6 -0.5143 3.0857 0.3960
H7 1.1971 2.9012 -0.0840
H8 -0.3046 1.1426 1.9622
H9 1.4260 0.9074 1.4013
H10 -0.9930 -0.0027 -2.2592
H11 -1.1144 1.5824 -1.5168
H12 0.6603 -2.5444 -1.9696
H13 -0.9238 -2.5129 -1.5623

---

b | # C5H13N2

The ion C5H13N2 with charge +1 (ωB97M-V/def2-TZVPD, OMol25).

As for the total charge: +1.

CARTESIAN COORDINATES (ANGSTROEM)
C1 -0.4055 -0.0220 0.0464
C2 1.1114 0.0519 0.0240
C3 -0.9606 1.2232 0.7391
C4 -0.9616 -1.3895 0.6723
C5 -0.8538 0.0732 -1.4206
N1 1.7382 1.1556 0.3508
N2 1.8163 -1.0803 -0.3147
H1 -1.0604 1.1650 1.7738
H2 -1.9664 1.3412 0.4234
H3 -0.6796 2.2637 0.5755
H4 -1.9854 -1.2485 0.5324
H5 -0.6291 -1.5711 1.7121
H6 -0.5886 -2.2357 0.0588
H7 -0.3898 -0.7292 -1.9864
H8 -0.5619 1.0047 -1.7560
H9 -1.8742 -0.0160 -1.4691
H10 1.2238 1.9579 0.3523
H11 2.6778 1.2115 0.5351
H12 2.8414 -1.1981 -0.0694
H13 1.5080 -1.9574 -0.7799

---

c | # C5H13N2

A cluster of 2 separate species, C5H13N2 in total (ωB97M-V/def2-TZVPD, OMol25).

As for the total charge: +1.

CARTESIAN COORDINATES (ANGSTROEM)
C1 -0.5958 -2.7261 -0.3889
C2 0.1586 -1.6145 -0.1111
C3 -2.3662 1.5121 -0.1041
C4 -1.8423 0.0216 0.2487
C5 -0.2930 -0.3396 0.3634
N1 0.6153 0.6210 0.4316
N2 3.3494 0.6371 -0.1144
H1 -0.1879 -3.6712 -0.6728
H2 -1.6282 -2.7276 -0.0187
H3 1.1355 -1.6511 -0.5689
H4 -3.3110 1.4285 -0.4544
H5 -2.2618 2.4480 0.4728
H6 -1.8294 1.6474 -1.0672
H7 -2.2209 -0.4713 1.1830
H8 -2.2920 -0.5169 -0.5339
H9 0.4343 1.5725 0.7805
H10 3.1704 0.5863 -1.0825
H11 3.6060 1.5811 0.0103
H12 4.1442 0.1295 0.2312
H13 1.6368 0.4881 0.2728

---

d | # C5H13N2

The ion C5H13N2 with charge +1 (ωB97M-V/def2-TZVPD, OMol25).

As for the total charge: +1.

CARTESIAN COORDINATES (ANGSTROEM)
C1 -0.2647 1.6720 -0.8124
C2 -0.7085 2.1415 0.4815
C3 1.4091 -1.1188 -1.0213
C4 -0.0191 -1.4093 -0.6332
C5 -0.6324 -0.6195 0.5458
N1 -0.1873 -0.8768 1.9087
N2 -0.0737 0.8695 0.2949
H1 -1.0385 1.1831 -1.5053
H2 0.4750 2.2558 -1.3387
H3 -0.2678 3.0264 1.1457
H4 -1.7768 1.9775 0.5046
H5 1.2445 -0.2671 -1.6760
H6 2.0071 -1.9599 -1.5111
H7 1.9572 -0.7532 -0.2448
H8 -0.1656 -2.4369 -0.2375
H9 -0.7148 -1.2907 -1.5405
H10 -1.7183 -0.5982 0.4175
H11 0.4905 -1.5551 2.1670
H12 -0.9513 -0.8935 2.4568
H13 0.9352 0.6531 0.5983

---

Of them, the most stable is b and the least stable is d.

---

a | # C3H2NO3

A cluster of 2 separate species, C3H2NO3 in total (ωB97M-V/def2-TZVPD, OMol25).

As for the total charge: +1.

CARTESIAN COORDINATES (ANGSTROEM)
C1 1.8852 1.5117 -0.0025
C2 3.9956 -0.7217 0.0352
C3 -0.1497 0.2048 -0.0838
N1 0.8530 0.9076 -0.3632
O1 2.6449 2.3474 0.0786
O2 4.9722 -1.2605 -0.1471
O3 2.9768 -0.1940 0.2217
H1 -0.3958 -0.1325 0.9244
H2 -0.8139 -0.0725 -0.9036

---

b | # C3H2NO3

A cluster of 2 separate species, C3H2NO3 in total (ωB97M-V/def2-TZVPD, OMol25).

As for the total charge: +1.

CARTESIAN COORDINATES (ANGSTROEM)
C1 1.0387 -0.4062 -2.2342
C2 -0.2598 0.3486 2.4142
C3 -0.5610 -0.1322 -0.4593
N1 0.2661 0.0492 -1.3975
O1 1.9384 -0.3672 -2.9282
O2 -0.8532 0.7998 3.2581
O3 0.3457 0.0471 1.4468
H1 -1.0851 0.7676 -0.0451
H2 -0.8298 -1.1067 -0.0548

---

Of them, the most stable is a and the least stable is b.

---

a | # CH6NOP

A cluster of 2 separate species, CH6NOP in total (ωB97M-V/def2-TZVPD, OMol25).

CARTESIAN COORDINATES (ANGSTROEM)
C1 1.7526 -0.6920 0.0789
N1 -1.4745 1.0414 -0.5936
O1 -1.8935 -1.2495 0.4861
P1 -0.9282 -0.1246 0.5541
H1 2.2583 -1.1546 0.8414
H2 1.3927 -1.3502 -0.6511
H3 2.0332 0.2830 -0.3855
H4 -0.7741 1.7751 -0.5079
H5 -1.2515 0.7171 -1.5358
H6 -1.1149 0.7542 1.7133

---

b | # CH6NOP

A cluster of 2 separate species, CH6NOP in total (ωB97M-V/def2-TZVPD, OMol25).

CARTESIAN COORDINATES (ANGSTROEM)
C1 -0.3946 -1.1431 0.4169
N1 0.4572 1.5012 0.3494
O1 2.3634 -0.4307 0.2086
P1 0.9612 -0.0358 -0.1449
H1 -1.1634 -0.7416 -0.1011
H2 0.0393 -2.1521 0.3381
H3 -0.5334 -1.1468 1.4446
H4 1.0717 1.8419 1.0530
H5 0.0750 2.0547 -0.3813
H6 0.4482 -0.2729 -1.9630

---

Of them, the most stable is b and the least stable is a.

---

a | # H29O15

A cluster of 15 separate species, H29O15 in total (ωB97M-V/def2-TZVPD, OMol25).

As for the total charge: -1.

CARTESIAN COORDINATES (ANGSTROEM)
O1 0.3370 -1.9636 -1.7819
H1 -2.5345 -2.9224 0.4367
H2 -0.9726 2.0802 -2.9124
O2 2.5748 -0.5715 0.1581
H3 2.4544 0.0321 -0.6915
H4 0.5033 3.3008 2.8288
O3 -0.7898 1.1394 -2.9060
H5 0.8879 2.8087 4.0514
H6 -4.3443 -0.0124 -0.9966
O4 -2.1303 -1.8357 -4.1295
H7 3.5259 4.1767 -1.2986
H8 -2.7637 -1.4868 -3.4846
O5 1.8297 -3.4529 1.6980
H9 2.1184 -3.3218 0.7675
H10 -0.5323 -5.3047 0.8642
O6 2.0509 1.6275 -1.1427
H11 2.8600 0.0897 0.7171
H12 2.0001 1.2218 -2.0276
O7 -1.9413 0.9091 -0.7387
H13 1.9053 -2.4787 1.9905
H14 0.5707 -1.3901 -1.0346
O8 -2.9580 -3.7622 0.7373
H15 -0.9846 1.1006 -0.3842
H16 -0.1547 -1.2788 -2.2850
O9 0.2190 1.8634 0.5583
H17 -0.7318 -4.9809 2.3403
H18 -1.5033 0.5889 -3.2267
O10 2.7329 3.9041 -1.8150
H19 -1.2393 -1.8095 -3.8124
O11 -0.0062 1.0030 2.9755
H20 -0.5625 0.3612 3.1850
H21 2.4704 3.0816 -1.2719
O12 2.8731 1.8476 2.2025
H22 2.3435 2.4846 2.5180
H23 3.2445 2.3001 1.4470
O13 -0.1337 -5.4303 1.7066
H24 -2.2427 1.7187 -1.3058
H25 -3.5983 -4.2389 0.4253
O14 -5.0762 0.1617 -0.6536
H26 0.8356 1.7085 -0.3244
H27 0.1715 0.9574 2.0443
O15 1.1974 3.4293 3.4765
H28 -5.3880 0.8997 -0.0885
H29 0.8821 1.4449 1.1831

---

b | # H29O15

A cluster of 15 separate species, H29O15 in total (ωB97M-V/def2-TZVPD, OMol25).

As for the total charge: -1.

CARTESIAN COORDINATES (ANGSTROEM)
O1 -3.3008 -0.4458 -0.4630
H1 -2.5528 0.1531 -0.2989
H2 0.6691 0.0693 -2.2494
O2 -1.0986 0.3848 1.1018
H3 -0.1548 0.2005 0.4192
H4 -1.4639 0.8434 0.3236
O3 0.7921 0.6720 -3.0303
H5 -1.2507 -1.1783 1.9768
H6 0.3230 -1.3139 -0.3266
O4 2.7266 0.0301 -0.8348
H7 1.6162 -0.3107 1.5344
H8 2.9426 0.9898 -0.9513
O5 -1.1617 4.0137 2.8867
H9 -1.4786 3.9144 1.9855
H10 -1.0108 -4.0610 3.0638
O6 -1.8781 -3.0027 0.5278
H11 1.6809 -3.3706 0.0437
H12 -1.3789 -2.4188 1.1459
O7 -1.8178 -1.2080 2.7306
H13 -0.5296 3.3083 2.7426
H14 -2.5725 -0.6990 2.3590
O8 1.6006 5.1391 0.1124
H15 1.3788 4.7083 0.9406
H16 -3.7110 0.0449 -1.1497
O9 1.7862 0.3166 2.2662
H17 0.9290 0.8077 2.2740
H18 0.8302 1.5538 -3.4350
O10 2.2570 -4.1935 -0.1773
H19 1.6556 0.1168 -0.5667
O11 3.1619 0.6462 -4.0876
H20 2.3191 0.2444 -3.7534
H21 3.1658 -3.9197 -0.1211
O12 -0.6292 -2.1361 -2.2963
H22 -0.3834 -1.4184 -2.9729
H23 -1.5597 -2.2147 -2.3494
O13 -1.9522 -4.2032 2.9398
H24 -2.4598 -3.4275 2.9098
H25 2.5532 4.9690 0.0419
O14 0.2439 -0.3959 -0.7389
H26 -1.7833 -2.5243 -0.2930
H27 3.3613 1.4799 -3.5769
O15 -0.7726 3.8464 -0.6246
H28 -0.6639 4.2687 -1.4633
H29 0.1770 3.5503 -0.5519

---

Of them, the most stable is b and the least stable is a.

---

a | # C4H12S

A cluster of 2 separate species, C4H12S in total (ωB97M-V/def2-TZVPD, OMol25).

CARTESIAN COORDINATES (ANGSTROEM)
C1 -2.5854 -0.5181 5.7617
C2 -2.2100 -2.0824 5.7189
H1 -1.7914 0.0489 6.2210
H2 -3.3673 -0.4093 6.5611
H3 -2.9211 -0.1098 4.7709
H4 -2.0332 -2.4153 6.7525
H5 -3.2018 -2.4698 5.4030
H6 -1.4980 -2.2935 4.8996
C3 2.0442 0.4192 -6.2203
S1 2.9007 1.9316 -5.6846
C4 2.3433 1.8977 -4.0026
H7 1.0327 0.3756 -6.5925
H8 2.2102 -0.1678 -5.3971
H9 2.7351 0.0229 -6.9771
H10 1.3250 1.4470 -4.1925
H11 2.9389 1.2990 -3.3469
H12 2.0780 3.0241 -3.6752

---

b | # C4H12S

A cluster of 2 separate species, C4H12S in total (ωB97M-V/def2-TZVPD, OMol25).

CARTESIAN COORDINATES (ANGSTROEM)
C1 -0.3986 -1.3639 -1.4136
C2 -0.2701 -2.8817 -1.1829
H1 -0.3431 -1.0479 -2.4628
H2 -1.1815 -0.9514 -0.7372
H3 0.5686 -0.9320 -1.0712
H4 -1.3890 -3.1878 -1.0331
H5 0.0464 -3.2335 -2.1841
H6 0.2725 -3.2654 -0.3416
C3 0.2972 0.8445 2.2640
C4 0.2973 2.7678 0.0964
S1 -0.4726 2.4390 1.7143
H7 0.0514 0.1453 1.4604
H8 1.3658 1.0327 2.3292
H9 0.0324 0.5797 3.2700
H10 -0.4229 2.5687 -0.6883
H11 1.3212 2.5982 -0.1815
H12 0.2249 3.8876 0.1619

---

Of them, the most stable is b and the least stable is a.

---

a | # C4H12S

A cluster of 2 separate species, C4H12S in total (ωB97M-V/def2-TZVPD, OMol25).

CARTESIAN COORDINATES (ANGSTROEM)
C1 -0.5144 2.2705 -0.6747
C2 -1.5531 3.3893 -0.7831
H1 0.4560 2.6549 -0.3442
H2 -0.7536 1.6786 0.2093
H3 -0.3241 1.6160 -1.5200
H4 -1.2217 4.1366 -1.5122
H5 -1.7007 3.8286 0.2014
H6 -2.4850 2.9527 -1.1257
C3 0.2765 -2.1185 -0.5506
S1 0.3768 -3.5257 0.5477
C4 1.5243 -2.9310 1.8517
H7 1.2452 -1.8277 -0.9638
H8 -0.2893 -2.3445 -1.4484
H9 -0.2361 -1.2807 -0.1012
H10 1.6060 -1.8478 1.8046
H11 2.5287 -3.3008 1.6774
H12 1.0645 -3.3505 2.7318

---

b | # C4H12S

A cluster of 2 separate species, C4H12S in total (ωB97M-V/def2-TZVPD, OMol25).

CARTESIAN COORDINATES (ANGSTROEM)
C1 0.0305 -2.2722 -0.3260
C2 -1.0915 -2.1275 -1.3853
H1 0.6552 -1.3856 -0.3743
H2 -0.3768 -2.5012 0.6558
H3 0.6381 -3.1476 -0.5633
H4 -1.2731 -3.1091 -1.8222
H5 -0.8670 -1.4523 -2.2007
H6 -1.9751 -1.6945 -0.9115
C3 -0.8488 2.1938 0.8183
C4 1.9934 1.7960 0.7514
S1 0.5774 2.5903 -0.1615
H7 -1.1523 1.1407 0.8303
H8 -1.1127 2.5901 1.7987
H9 -1.6637 2.6212 0.2111
H10 1.9078 2.1841 1.7570
H11 2.8786 1.8235 0.1357
H12 1.6801 0.7503 0.7865

---

Of them, the most stable is a and the least stable is b.